Record 1
A molecular structure, C51H35Cl5FeN4O2S3. Source: the Open Molecules 2025 dataset; level of theory: ωB97M-V/def2-TZVPD.

Cartesian coordinates (Å):
1 H -0.5395 3.9269 -2.2491
2 C -2.8378 -4.8915 -2.1574
3 C 1.3892 2.8623 0.3869
4 H -2.3876 1.7748 0.3609
5 H 3.5655 1.4636 -1.8463
6 H 0.5438 4.6298 -5.6935
7 C -3.4575 1.2982 3.1145
8 C -3.1280 -3.6916 -2.7457
9 C 6.3869 -1.7746 0.1097
10 H -2.0433 -3.6744 0.8762
11 C 2.7723 -1.8094 6.6597
12 H 2.8836 -2.3705 2.0319
13 N -3.2849 -1.3280 -2.6259
14 H 2.8589 5.5979 -0.9973
15 H 1.1713 4.9866 0.6867
16 C 5.7318 -2.3703 -0.9271
17 C 2.4448 -0.5841 -0.8619
18 H 3.3941 -2.6972 6.7753
19 N -4.9464 -0.9876 0.1099
20 H 3.4104 -0.9383 6.8218
21 H 1.1710 0.0073 -4.7339
22 C 0.8292 -1.3332 5.1301
23 S -7.1121 -0.4202 -1.5681
24 H 7.3882 -2.0888 0.3735
25 H 1.5889 5.0571 -4.3429
26 S 0.2971 -1.5041 1.1438
27 C 3.7849 -0.9479 -0.5368
28 C 2.0785 1.8535 -0.3233
29 C 0.8221 0.8767 -4.1900
30 C 1.7421 0.4830 -0.0937
31 C 2.3143 -2.0674 2.9020
32 Cl -2.7506 2.7446 2.4028
33 C 2.8763 -2.1274 4.1666
34 H -2.1811 -5.8306 -0.3170
35 C 1.8059 -1.2277 -1.8848
36 C 0.4540 3.2635 -4.0304
37 C 0.7496 0.1949 0.8035
38 H -2.8722 3.6337 -1.1785
39 H -0.7500 0.9075 2.1815
40 C 4.4955 -0.3384 0.5313
41 C -2.6849 1.5788 -0.6506
42 C -3.4387 0.9658 -3.1631
43 C 3.0472 2.2319 -1.2870
44 C -5.8503 -0.7398 -0.5881
45 C 5.7594 -0.7436 0.8457
46 H 0.2437 -1.0627 6.0006
47 Cl -4.1246 3.0708 5.0853
48 H -3.4264 -3.6317 -3.7835
49 O -0.2932 -1.8459 -3.3448
50 O -1.1831 -1.4948 1.3984
51 C -2.4266 -4.9096 -0.8245
52 C -4.5957 0.4286 5.0619
53 Cl -3.7741 -2.5817 2.5866
54 C -3.0131 -2.5170 -1.9871
55 H 6.2866 -0.2738 1.6659
56 H -3.6229 -1.4288 -3.5673
57 H -0.7407 1.6634 -1.2799
58 N -2.6426 -2.5184 -0.7132
59 H 3.8949 -2.4794 4.2805
60 H -3.5726 3.0580 -3.5357
61 C 3.3134 3.5494 -1.5229
62 C -3.3571 0.0585 2.4821
63 C -0.2624 1.8052 -2.2433
64 H -0.1473 5.3219 -4.2208
65 C -0.1499 3.0744 -2.7935
66 C 2.6351 4.5570 -0.8028
67 H 4.0201 0.4464 1.1057
68 C -4.0532 1.5030 4.3666
69 C 0.0452 1.1953 1.5046
70 H 4.2096 -3.3768 -2.9082
71 C -3.3416 2.2865 -2.8127
72 H 4.0467 3.8258 -2.2694
73 C 3.7140 -2.5989 -2.3399
74 C -4.5063 -0.8400 4.5026
75 H -3.7406 0.6710 -4.1590
76 S 0.0590 -0.9137 -2.2394
77 Cl -5.1424 -2.2076 5.3328
78 H -0.1621 3.2793 1.8385
79 Fe -3.0920 -1.0225 0.6730
80 C 0.9283 2.1477 -4.7244
81 H 1.3830 2.2817 -5.6990
82 H -0.7790 -0.9452 3.7432
83 C 0.3696 2.5000 1.3047
84 H 6.2052 -3.1590 -1.4991
85 C 1.0104 -1.6149 2.7704
86 C -3.8897 -0.9623 3.2665
87 C -2.9492 2.6105 -1.5166
88 Cl -5.3434 0.6522 6.5959
89 C 0.2408 0.7197 -2.9388
90 C -3.1575 -0.0218 -2.2070
91 C 2.4322 -2.2418 -2.6365
92 C -2.3528 -3.7150 -0.1572
93 C 4.4160 -1.9746 -1.2782
94 C 0.6128 4.6431 -4.6062
95 H 1.8676 -2.7193 -3.4265
96 H -2.9168 -5.8082 -2.7265
97 H 2.0147 -1.8160 7.4418
98 C 0.2512 -1.2563 3.8730
99 N -2.7776 0.2741 -0.9636
100 C 2.1456 -1.7583 5.2940
101 C 1.6989 4.2206 0.1313

2S+1: 1
Electronic energy, a.u.: -7093.23630
LUMO (spin up / spin down), eV: -0.3 / -0.3
ΔE to the lowest compared entry with this formula, charge and spin, kcal per mole: 5.29
Kohn-Sham gap (spin up / spin down), eV: 6.73 / 6.73
Molecular weight, Da: 1065.18

Record 2
2 unconnected molecules or ions with the total composition C5H14NS. Source: the Open Molecules 2025 dataset; level of theory: ωB97M-V/def2-TZVPD.

Cartesian coordinates (Å):
1 H 1.8444 1.1105 2.6214
2 S -0.9462 0.6219 -0.9144
3 N 1.2853 -0.2025 1.0037
4 H 0.6998 -1.9610 -1.2368
5 H -3.1211 0.7365 0.1177
6 C -0.2012 -1.9076 -1.8541
7 C -1.3028 -1.1695 -1.1049
8 H 0.5417 0.0792 0.2337
9 H -1.4318 -1.5722 -0.0981
10 H 0.0901 -1.3816 -2.7615
11 H 1.9683 -0.8304 0.5867
12 C -2.1119 0.9829 0.4359
13 H -2.2623 -1.2729 -1.6120
14 H 2.4482 2.9669 1.1265
15 H -2.0281 2.0489 0.6365
16 C 2.1746 2.0129 0.6967
17 H -1.8368 0.4233 1.3255
18 H -0.5490 -2.9051 -2.1093
19 H 2.0388 1.9220 -0.3713
20 H 0.8248 -0.7486 1.7318
21 C 1.8751 1.0463 1.5462

2S+1: 1
Electronic energy, a.u.: -651.57215
Total charge: +1
LUMO, eV: -3.2
ΔE to the lowest compared entry with this formula, charge and spin, kcal per mole: 25.34
Kohn-Sham gap, eV: 10.03
Molecular weight, Da: 120.24

Record 3
A molecular structure, C32H62GeNO3PdSSi4. Source: the Open Molecules 2025 dataset; level of theory: ωB97M-V/def2-TZVPD.

Cartesian coordinates (Å):
1 H 0.0836 5.9562 -0.5459
2 H 1.9395 -1.0685 -4.0289
3 H 0.0127 2.5917 -3.8226
4 S 2.5651 -0.4983 -0.1206
5 C -0.3024 -3.0995 3.0637
6 H 4.9792 -3.6973 -1.2839
7 H 2.0196 -5.9503 -1.1207
8 H -5.0100 -0.0668 -3.7001
9 H -2.2723 3.1029 -3.5529
10 H 0.7186 -3.8999 -1.7240
11 H -1.3536 -4.2931 -2.0142
12 Si 2.0259 -2.2468 0.7382
13 H 1.5538 -2.4196 -2.1625
14 H 4.8667 -4.6130 3.3287
15 H -1.8431 3.1404 -1.8416
16 H -4.7589 -1.7398 -1.8387
17 C 4.8911 -2.1618 2.1218
18 Si -0.2407 0.1112 -4.4152
19 C -2.5323 0.8479 3.9320
20 H -3.8910 -3.0139 -1.0033
21 H 4.9719 -2.5836 1.1233
22 Si -3.1364 1.0371 -2.3798
23 H -4.0603 -3.1802 -4.8980
24 C -1.8505 -3.1170 1.0834
25 H -0.9393 -4.1433 -3.7150
26 C -2.6217 2.8600 -2.5489
27 Pd -0.3025 -0.0448 0.0697
28 C -0.6067 4.3052 0.6257
29 H -1.1969 4.9202 1.2897
30 O 2.4904 -2.4774 2.3217
31 H -2.0763 -2.0478 1.1230
32 H -0.6530 -5.5006 1.8173
33 H 3.2372 -5.8096 -2.4014
34 C 3.8995 -4.3297 2.9027
35 H -2.5192 -2.6334 -5.5632
36 C -1.9759 0.1532 2.8699
37 H -1.5792 -0.8579 -6.3338
38 C -1.2595 2.1783 1.8835
39 H 3.7324 -5.8151 -0.6964
40 H 2.8450 -2.6868 4.8439
41 H 1.7092 -3.8621 -3.1913
42 N 0.0996 2.1515 -0.0851
43 H -0.6257 0.5487 -6.8198
44 C 0.8049 2.7049 -1.0601
45 H -1.1808 -3.4957 3.5813
46 C 0.8520 4.0716 -1.2634
47 H -2.5744 -3.6680 1.6904
48 H 3.1090 -4.7859 3.5027
49 H -5.2175 1.6845 -3.5915
50 H -3.7625 -1.4516 -5.1584
51 C -2.4470 2.2359 3.9866
52 H 5.8364 -2.3238 2.6492
53 H 1.3366 2.0025 -1.6910
54 C -0.0149 -4.8103 1.2570
55 C -1.2946 0.7640 1.8016
56 H -1.7339 3.9745 2.9943
57 H -4.7914 -3.3835 -2.4792
58 H 4.6154 -2.5348 4.8655
59 C -1.2593 0.1368 -6.0284
60 H -3.5033 3.4771 -2.3432
61 H 0.6456 2.1995 -5.4273
62 C -4.4824 0.8862 -3.7261
63 C 0.1088 4.8811 -0.4056
64 C -1.7569 -4.0651 -2.9977
65 H 1.5669 1.7897 -3.9840
66 H -4.0498 0.9950 -4.7215
67 C 1.2385 -0.9959 -4.8585
68 H -3.0343 0.3056 4.7282
69 C 4.1205 -3.2990 -1.8301
70 H -3.3412 1.0612 0.0906
71 H 1.7642 -0.5633 -5.7162
72 H -1.9513 -3.4302 0.0466
73 C -0.5778 2.9147 0.7894
74 H -2.5022 -4.8288 -3.2452
75 H -4.6190 0.0594 -0.5774
76 H 3.6018 -1.1881 4.3013
77 H 1.4252 4.4747 -2.0858
78 C -4.1607 -2.6351 -1.9887
79 H -0.2395 -2.0279 3.2461
80 H 1.0217 -4.9854 1.5361
81 Si -2.6130 -2.3658 -3.0693
82 H 4.2685 -3.4881 -2.8968
83 H -2.8655 2.7911 4.8198
84 H -2.0824 -0.9279 2.8735
85 H 4.0607 -2.2243 -1.6645
86 C 2.9640 -5.4812 -1.3963
87 C 3.7397 -2.8082 2.8896
88 C 2.8344 -3.9592 -1.3370
89 C -0.4228 -3.3698 1.5616
90 O 2.6368 -3.6392 0.0340
91 C -3.3047 -2.3891 -4.8464
92 H 0.5917 -3.5612 3.4771
93 C 1.6343 -3.5060 -2.1620
94 H 3.8268 -4.7133 1.8887
95 Ge -1.2659 -0.5167 -2.3170
96 H -0.1226 -5.0235 0.1925
97 H 4.7119 -1.0940 2.0113
98 H 0.9296 -2.0082 -5.1226
99 H -4.7632 1.8219 -0.6589
100 H -2.1512 0.7598 -5.9511
101 C 0.5581 1.8468 -4.3949
102 C -1.8098 2.8942 2.9514
103 O 0.3728 -2.4444 0.8238
104 C -4.0606 0.9849 -0.7276
105 C 3.7061 -2.2719 4.3196

2S+1: 2
Electronic energy, a.u.: -5298.28163
Total charge: -2
LUMO (spin up / spin down), eV: 4.5 / 4.5
ΔE to the lowest compared entry with this formula, charge and spin, kcal per mole: 0.00
Kohn-Sham gap (spin up / spin down), eV: 5.28 / 5.10
Molecular weight, Da: 832.29